The following is a DFT calculation (the ωB97M-V functional and the def2-TZVPD basis) of a structure of composition C5H10NS4 at a distorted geometry.

Properties
* HOMO: -12.3 eV
* M: 212.41 g/mol
* HOMO-LUMO gap: 6.724 eV
* total charge: +1
* lowest unoccupied orbital energy: -5.6 eV

Positions of all 20 atoms, in Å:
N: 0.696 1.588 -0.185
S: -0.426 2.103 -4.011
H: -1.574 2.328 -3.408
H: 1.197 0.258 2.614
C: -0.308 -0.666 0.081
C: -0.165 1.901 -1.340
S: -1.891 -0.247 -0.617
C: 0.599 0.398 0.414
C: 0.437 1.797 -2.560
H: -1.202 1.916 -1.179
H: -0.227 -4.284 2.685
H: 2.466 0.930 1.357
H: 1.416 1.543 -2.650
H: 1.403 2.174 0.252
H: -2.199 -4.196 2.450
S: 0.028 -2.216 0.508
C: 1.551 0.196 1.566
S: -1.258 -3.328 2.713
H: -2.512 -1.411 0.020
H: 1.970 -0.784 1.289

Force components x, y, z for each atom (eV/Å):
N -1.62 -2.69 0.20
S 0.57 -0.26 -0.81
H -0.65 0.18 0.19
H -0.09 -0.10 -0.89
C -0.95 -0.96 -0.12
C 3.55 -0.51 -1.05
S -0.94 -2.28 1.23
C 0.88 2.42 1.26
C -3.99 1.16 1.84
H -0.91 0.74 0.37
H -1.16 0.95 0.03
H -1.92 -1.32 0.94
H 2.81 -0.52 -0.28
H -0.33 0.49 -0.57
H -0.66 -0.70 -0.36
S 0.13 0.66 -0.91
C 2.66 0.94 -1.64
S 1.73 -0.25 0.78
H 0.90 1.90 -1.21
H 0.01 0.16 0.98

Atom charges from the Löwdin analysis, given in e for atoms 1 to 5: atom 1 (N): 0.1109, atom 2 (S): 0.8679, atom 3 (H): -0.1145, atom 4 (H): 0.1184, atom 5 (C): -1.0452


The following is a DFT calculation (the ωB97M-V functional and the def2-TZVPD basis) of a structure of composition C5H10NdO3 at a distorted geometry.

Properties
* HOMO (spin up / spin down): -10.9 / -10.9 eV
* M: 262.37 g/mol
* ⟨S²⟩: 3.7601
* HOMO-LUMO gap (spin up / spin down): 6.238 / 6.350 eV
* total charge: +1
* lowest unoccupied orbital energy (spin up / spin down): -4.7 / -4.6 eV
* multiplicity: 4

Positions of all 19 atoms, in Å:
H: -3.196 1.506 -1.104
C: 2.672 0.793 0.327
H: 2.349 -0.435 -1.429
H: 2.708 0.620 1.423
H: -3.695 -0.101 -0.490
O: 1.864 1.885 0.013
H: 0.007 -2.337 0.495
H: -3.507 1.271 0.651
H: -0.552 -1.706 -1.129
H: -1.242 -0.559 1.640
C: 2.177 -0.496 -0.342
O: 0.780 -0.527 -0.167
C: -1.509 -0.838 0.602
C: -3.113 0.803 -0.263
H: 3.718 0.950 0.000
O: -1.759 0.461 -0.092
Nd: 0.020 1.578 -0.152
H: 2.635 -1.400 0.088
C: -0.356 -1.468 -0.072

Force components x, y, z for each atom (eV/Å):
H 0.00 -0.05 0.16
C 2.02 -1.52 0.80
H 0.38 -0.28 0.28
H -0.10 0.27 -0.44
H 0.25 0.32 0.10
O 4.20 0.63 0.18
H -0.31 0.16 -0.24
H 0.06 -0.20 -0.24
H -0.06 -0.27 0.39
H -0.27 -0.09 -0.08
C 0.82 -0.65 -0.79
O 0.28 2.11 0.53
C 1.19 -0.21 0.55
C -1.37 0.10 -0.16
H -0.46 0.11 0.14
O -1.85 -1.33 -0.34
Nd -3.85 1.91 -0.38
H 0.09 0.39 -0.21
C -1.02 -1.41 -0.25

Atom charges from the Löwdin analysis, given in e for atoms 1 to 5: atom 1 (H): 0.0932, atom 2 (C): -0.2604, atom 3 (H): 0.1364, atom 4 (H): 0.1351, atom 5 (H): 0.1116


The following is a DFT calculation (the ωB97M-V functional and the def2-TZVPD basis) of the molecule C5H10O.

Properties
* HOMO: -8.3 eV
* M: 86.13 g/mol
* HOMO-LUMO gap: 9.411 eV
* total charge: 0
* lowest unoccupied orbital energy: 1.1 eV

Positions of all 16 atoms, in Å:
H: -0.731 -1.186 -0.332
H: 2.820 0.838 -0.824
H: -0.570 -0.870 2.089
H: -1.312 0.749 1.967
C: -1.582 0.716 -0.853
H: -2.246 -0.703 1.528
C: -0.775 -0.173 0.073
H: 2.538 -0.804 -1.445
H: -2.543 0.248 -1.081
C: -1.251 -0.242 1.507
O: 0.593 0.315 -0.041
H: -1.753 1.703 -0.411
H: -1.032 0.852 -1.789
C: 1.490 -0.604 0.224
H: 3.632 -0.622 -0.084
C: 2.723 -0.216 -0.527

Force components x, y, z for each atom (eV/Å):
H -0.15 0.07 0.03
H -0.05 -0.15 0.18
H -0.09 0.11 -0.08
H 0.02 -0.10 -0.09
C -0.07 0.03 -0.01
H 0.15 0.12 0.02
C -0.40 -0.11 -0.02
H 0.17 0.08 0.07
H 0.07 0.12 0.09
C 0.04 0.04 0.05
O 0.31 -0.47 0.04
H 0.00 -0.13 -0.04
H -0.14 -0.04 0.11
C 0.08 0.38 -0.48
H -0.06 0.10 -0.02
C 0.13 -0.07 0.15

Atom charges from the Löwdin analysis, given in e for atoms 1 to 5: atom 1 (H): 0.1275, atom 2 (H): 0.0762, atom 3 (H): 0.0738, atom 4 (H): 0.0850, atom 5 (C): -0.0446